# 1
The following is a DFT calculation (ωB97M-V with the def2-TZVPD basis set) of a 10-piece molecular cluster, C36H92O30S8 overall.

Positions of all 166 atoms, in Å:
C: 13.23 -6.64 2.09
C: 12.24 -5.67 1.57
O: 11.77 -4.97 2.74
S: 10.84 -3.64 2.52
C: 10.56 -3.40 4.36
O: 11.68 -2.53 2.04
O: 9.63 -4.09 1.84
H: 13.81 -7.01 1.24
H: 12.69 -7.47 2.54
H: 13.97 -6.21 2.77
H: 12.72 -4.89 0.98
H: 11.47 -6.05 0.89
H: 11.44 -2.86 4.72
H: 10.36 -4.31 4.94
H: 9.73 -2.69 4.45
C: -8.18 -2.55 0.18
C: -8.01 -3.94 -0.46
O: -7.71 -3.84 -1.87
S: -7.88 -5.16 -2.85
C: -6.36 -6.12 -2.27
O: -9.11 -5.87 -2.46
O: -7.54 -4.69 -4.20
H: -7.29 -1.93 0.16
H: -8.33 -2.74 1.24
H: -9.04 -1.98 -0.17
H: -7.21 -4.47 0.05
H: -8.91 -4.56 -0.42
H: -6.29 -6.91 -3.02
H: -6.51 -6.57 -1.29
H: -5.44 -5.54 -2.35
C: -2.42 0.89 -3.11
C: -2.26 -0.50 -2.51
O: -1.13 -0.54 -1.64
S: -0.33 -2.00 -1.44
C: 1.27 -1.36 -0.82
O: -1.01 -2.76 -0.41
O: -0.13 -2.66 -2.77
H: -2.45 1.69 -2.38
H: -3.36 0.90 -3.66
H: -1.60 1.15 -3.77
H: -3.13 -0.71 -1.89
H: -2.25 -1.23 -3.32
H: 1.73 -0.74 -1.59
H: 1.86 -2.25 -0.61
H: 1.12 -0.76 0.08
C: 7.48 -9.21 4.95
C: 6.64 -8.86 3.73
O: 5.32 -9.29 4.04
S: 4.01 -8.30 3.57
C: 4.19 -8.27 1.66
O: 2.78 -9.00 3.93
O: 4.32 -6.93 4.06
H: 7.13 -8.67 5.83
H: 8.46 -8.77 4.79
H: 7.59 -10.27 5.17
H: 6.62 -7.80 3.49
H: 7.01 -9.41 2.87
H: 4.98 -7.60 1.34
H: 3.17 -8.01 1.38
H: 4.34 -9.27 1.25
C: 1.76 7.18 6.45
C: 1.79 5.95 5.53
O: 0.51 5.35 5.72
S: 0.14 3.88 5.06
C: -0.86 4.53 3.63
O: 1.36 3.31 4.52
O: -0.83 3.12 5.89
H: 1.33 8.07 5.99
H: 2.74 7.53 6.78
H: 1.18 6.96 7.35
H: 2.07 6.16 4.50
H: 2.62 5.29 5.80
H: -1.83 4.93 3.95
H: -0.93 3.66 2.98
H: -0.34 5.35 3.13
C: 3.96 0.62 -7.18
C: 4.68 -0.75 -6.92
O: 5.51 -0.50 -5.78
S: 7.05 -0.10 -6.14
C: 7.58 -0.28 -4.39
O: 7.61 -1.19 -6.94
O: 7.16 1.34 -6.51
H: 4.62 1.44 -7.47
H: 3.39 0.89 -6.29
H: 3.17 0.38 -7.89
H: 3.96 -1.53 -6.69
H: 5.22 -1.02 -7.83
H: 8.67 -0.26 -4.32
H: 7.15 -1.23 -4.08
H: 7.15 0.54 -3.81
C: -4.51 -4.43 6.09
C: -5.58 -5.54 6.14
O: -6.88 -4.90 6.28
S: -8.30 -5.79 6.38
C: -8.17 -6.43 8.13
O: -9.31 -4.71 6.24
O: -8.28 -6.88 5.39
H: -3.49 -4.73 5.87
H: -4.50 -3.93 7.05
H: -4.75 -3.66 5.36
H: -5.59 -6.14 5.22
H: -5.38 -6.13 7.03
H: -7.40 -7.20 8.05
H: -9.09 -6.88 8.51
H: -7.83 -5.62 8.76
C: -12.09 0.90 -3.83
C: -13.05 -0.13 -4.45
O: -14.16 0.70 -4.84
S: -15.51 -0.06 -5.32
C: -16.25 -0.32 -3.67
O: -16.39 0.87 -6.04
O: -15.24 -1.34 -5.94
H: -11.15 0.41 -3.59
H: -12.54 1.42 -2.99
H: -11.80 1.69 -4.53
H: -12.56 -0.56 -5.33
H: -13.31 -0.82 -3.65
H: -17.12 -0.93 -3.92
H: -16.53 0.64 -3.25
H: -15.50 -0.77 -3.02
C: 13.07 1.89 10.81
O: 11.78 1.25 10.66
C: 11.15 1.36 9.38
C: 10.63 2.78 9.10
O: 10.20 2.73 7.73
C: 9.51 3.95 7.34
C: 9.26 3.95 5.78
O: 8.42 2.80 5.52
C: 8.30 2.56 4.15
H: 13.39 2.07 11.83
H: 13.19 2.80 10.23
H: 13.81 1.26 10.32
H: 10.32 0.66 9.27
H: 11.96 1.14 8.69
H: 11.38 3.57 9.20
H: 9.89 3.11 9.82
H: 10.06 4.87 7.52
H: 8.60 4.21 7.87
H: 10.18 3.98 5.20
H: 8.68 4.82 5.47
H: 9.21 2.83 3.61
H: 7.41 3.09 3.83
H: 8.19 1.48 3.98
C: -8.83 11.45 -12.37
O: -7.97 10.59 -11.62
C: -6.66 11.23 -11.52
C: -5.74 10.45 -10.47
O: -5.46 9.07 -10.71
C: -4.90 8.39 -9.62
C: -5.96 7.84 -8.65
O: -6.77 6.83 -9.24
C: -7.88 7.41 -9.89
H: -8.52 11.46 -13.41
H: -8.89 12.41 -11.86
H: -9.82 10.99 -12.44
H: -6.64 12.29 -11.27
H: -6.19 11.16 -12.50
H: -6.26 10.39 -9.51
H: -4.79 10.94 -10.29
H: -4.18 8.99 -9.07
H: -4.20 7.65 -10.01
H: -6.57 8.60 -8.15
H: -5.36 7.48 -7.81
H: -8.49 8.00 -9.20
H: -8.50 6.67 -10.38
H: -7.56 8.10 -10.68

Summary:
Strongest force on any atom ... 3.61 eV Å⁻¹
Structure (SMILES) ... CCOS(C)(=O)=O.CCOS(C)(=O)=O.CCOS(C)(=O)=O.CCOS(C)(=O)=O.CCOS(C)(=O)=O.CCOS(C)(=O)=O.CCOS(C)(=O)=O.CCOS(C)(=O)=O.COCCOCCOC.COCCOCCOC
HOMO ... -9.093 eV
HOMO-LUMO gap ... 9.17 eV
Energy above the lowest of the compared OMol25 structures with the same formula, charge and spin ... 574.2 kJ/mol
Total energy ... -186917.7102 eV

Mulliken population analysis, charges in e, atoms 1 to 8: -1.18, -0.29, -0.23, 1.11, -0.91, -0.60, -0.60, 0.39

***

# 2
The following is a DFT calculation (ωB97M-V with the def2-TZVPD basis set) of a 9-piece molecular cluster, C36H93N3O12 overall.

Positions of all 144 atoms, in Å:
C: 13.04 0.57 30.63
O: 12.13 1.39 29.94
C: 12.51 1.65 28.61
C: 11.49 2.50 27.86
N: 11.90 2.66 26.47
C: 11.13 3.71 25.82
C: 11.46 3.74 24.34
O: 11.02 2.54 23.76
C: 10.97 2.56 22.35
H: 13.31 -0.33 30.07
H: 12.56 0.38 31.58
H: 13.99 1.10 30.82
H: 12.56 0.70 28.06
H: 13.51 2.09 28.59
H: 11.42 3.50 28.30
H: 10.50 2.05 27.98
H: 11.81 1.78 25.99
H: 11.36 4.73 26.14
H: 10.06 3.52 25.99
H: 12.52 4.00 24.18
H: 10.87 4.58 23.95
H: 10.19 3.25 22.00
H: 10.73 1.59 21.92
H: 11.96 2.94 22.06
C: 13.77 7.70 32.16
O: 14.60 6.60 32.45
C: 14.00 5.34 32.42
C: 13.63 4.90 30.99
N: 14.75 5.23 30.09
C: 14.32 5.30 28.71
C: 15.45 5.62 27.77
O: 15.69 7.05 27.68
C: 16.80 7.50 28.42
H: 12.80 7.63 32.68
H: 13.58 7.73 31.08
H: 14.23 8.60 32.55
H: 13.15 5.25 33.10
H: 14.77 4.62 32.72
H: 12.72 5.44 30.69
H: 13.51 3.82 30.96
H: 15.25 6.04 30.42
H: 13.48 5.96 28.46
H: 13.99 4.32 28.34
H: 15.23 5.43 26.72
H: 16.38 5.10 28.00
H: 16.57 7.56 29.49
H: 17.11 8.47 28.06
H: 17.65 6.81 28.36
C: 17.27 8.91 21.11
O: 15.99 8.84 20.56
C: 14.99 8.48 21.50
C: 14.70 7.00 21.38
N: 13.68 6.53 22.29
C: 12.30 6.98 22.43
C: 11.57 7.18 21.11
O: 11.45 5.93 20.45
C: 10.63 6.08 19.30
H: 17.44 9.73 21.82
H: 17.98 9.11 20.30
H: 17.54 7.99 21.63
H: 14.03 9.00 21.35
H: 15.32 8.80 22.49
H: 15.59 6.42 21.62
H: 14.44 6.79 20.33
H: 13.76 5.55 22.50
H: 12.41 7.97 22.91
H: 11.70 6.37 23.09
H: 12.09 7.88 20.43
H: 10.65 7.75 21.34
H: 10.63 5.13 18.78
H: 10.96 6.88 18.64
H: 9.60 6.34 19.60
C: 9.58 4.58 33.16
C: 10.37 3.74 34.17
C: 11.15 2.61 33.54
O: 11.22 4.49 35.02
H: 10.30 5.16 32.57
H: 8.98 5.29 33.73
H: 8.96 3.94 32.54
H: 9.59 3.31 34.82
H: 12.05 3.07 33.09
H: 10.67 2.06 32.73
H: 11.47 1.90 34.29
H: 10.74 5.28 35.31
C: 16.46 2.51 24.53
C: 15.70 1.16 24.56
C: 14.24 1.24 24.19
O: 16.28 0.27 23.60
H: 16.67 2.76 23.49
H: 17.34 2.35 25.15
H: 15.82 3.31 24.90
H: 15.86 0.75 25.56
H: 13.69 0.31 24.39
H: 14.06 1.43 23.13
H: 13.71 2.07 24.66
H: 17.21 0.17 23.82
C: 14.03 1.49 20.20
C: 14.95 2.67 20.44
C: 16.28 2.64 19.71
O: 14.23 3.90 20.28
H: 14.59 0.60 20.51
H: 13.78 1.47 19.14
H: 13.10 1.47 20.76
H: 15.23 2.65 21.50
H: 16.79 3.60 19.82
H: 16.20 2.55 18.62
H: 16.90 1.82 20.05
H: 13.34 3.66 20.02
C: 5.78 7.74 24.23
C: 6.72 6.59 23.85
C: 7.48 6.01 25.03
O: 5.89 5.55 23.30
H: 5.17 7.43 25.07
H: 5.20 7.90 23.32
H: 6.32 8.66 24.43
H: 7.35 6.86 22.99
H: 8.11 6.70 25.60
H: 8.25 5.32 24.64
H: 6.80 5.46 25.66
H: 6.35 4.71 23.33
C: 17.47 0.18 32.36
C: 18.59 -0.67 31.78
C: 19.90 -0.70 32.54
O: 18.08 -1.99 31.54
H: 16.63 0.18 31.66
H: 17.82 1.21 32.41
H: 17.07 -0.18 33.31
H: 18.83 -0.29 30.78
H: 20.19 0.33 32.80
H: 20.67 -1.21 31.96
H: 19.82 -1.21 33.50
H: 17.90 -2.41 32.39
C: 10.15 2.09 18.66
C: 9.35 0.92 18.14
C: 9.14 -0.16 19.18
O: 8.04 1.40 17.71
H: 10.56 2.66 17.82
H: 11.06 1.78 19.19
H: 9.53 2.76 19.25
H: 9.79 0.46 17.26
H: 10.06 -0.52 19.65
H: 8.63 -1.02 18.73
H: 8.46 0.16 19.98
H: 8.19 1.59 16.78

Summary:
Strongest force on any atom ... 2.38 eV Å⁻¹
Structure (SMILES) ... COCCNCCOC.COCCNCCOC.COCCNCCOC.CC(C)O.CC(C)O.CC(C)O.CC(C)O.CC(C)O.CC(C)O
HOMO ... -8.034 eV
HOMO-LUMO gap ... 8.55 eV
Energy above the lowest of the compared OMol25 structures with the same formula, charge and spin ... 22.4 kJ/mol
Total energy ... -67874.6786 eV

Mulliken population analysis, charges in e, atoms 1 to 8: -0.85, -0.31, -0.44, -1.13, 0.25, -1.37, 0.24, -0.55

***

# 3
The following is a DFT calculation (ωB97M-V with the def2-TZVPD basis set) of C36H94AsF9N8O10Sr as an isolated structure.

Positions of all 159 atoms, in Å:
Sr: -0.62 0.25 1.05
C: -3.59 1.18 -1.35
O: -4.39 0.00 -1.06
O: -2.56 1.31 -0.34
C: -3.24 1.33 -2.88
F: -2.51 2.44 -3.06
F: -2.49 0.35 -3.38
F: -4.28 1.49 -3.69
C: -5.73 -0.14 -1.60
C: -6.48 -1.28 -0.87
H: -6.00 -2.24 -0.71
H: -6.83 -1.00 0.13
H: -7.43 -1.43 -1.38
H: -5.55 -0.45 -2.63
H: -6.28 0.79 -1.51
H: -4.28 2.00 -1.15
As: 3.04 -1.51 2.43
F: 2.35 -3.16 2.50
F: 2.71 -1.18 4.17
F: 3.70 0.12 2.17
F: 3.38 -1.83 0.67
F: 1.40 -0.87 1.96
F: 4.67 -2.02 2.83
C: -2.27 -4.19 0.24
C: -1.95 -2.82 0.83
C: -1.37 -2.97 2.30
O: -1.43 -1.62 2.85
C: -0.92 -1.46 4.17
N: -1.04 -2.19 -0.07
H: -1.39 -4.76 -0.03
H: -2.86 -4.01 -0.66
H: -2.86 -4.74 0.98
H: -2.88 -2.25 0.83
H: -0.32 -3.24 2.20
H: -1.79 -3.69 3.01
H: -1.50 -1.99 4.93
H: -0.90 -0.40 4.40
H: 0.05 -1.94 4.29
H: -1.49 -2.48 -0.93
H: -0.19 -2.73 0.00
C: 1.50 2.15 4.81
C: 0.47 2.29 3.67
C: -0.06 3.75 3.56
O: -1.32 3.63 2.89
C: -2.14 4.84 2.80
N: 1.08 1.89 2.38
H: 1.18 2.43 5.82
H: 2.32 2.85 4.62
H: 1.91 1.14 4.83
H: -0.29 1.55 3.91
H: 0.68 4.43 3.15
H: -0.33 4.12 4.55
H: -1.62 5.77 2.62
H: -2.65 4.98 3.76
H: -2.88 4.70 2.01
H: 1.95 1.49 2.71
H: 1.44 2.67 1.85
C: 3.57 -5.09 -0.17
C: 2.31 -4.41 -0.81
C: 1.77 -5.22 -2.01
O: 2.69 -5.23 -3.17
C: 2.60 -6.37 -3.98
N: 1.39 -4.38 0.36
H: 3.46 -6.17 -0.02
H: 3.91 -4.57 0.72
H: 4.37 -4.82 -0.85
H: 2.57 -3.39 -1.07
H: 0.84 -4.80 -2.38
H: 1.54 -6.21 -1.63
H: 2.48 -7.28 -3.40
H: 3.42 -6.44 -4.70
H: 1.68 -6.24 -4.54
H: 1.28 -5.32 0.71
H: 1.82 -3.84 1.10
C: 4.71 2.96 -1.79
C: 4.92 1.94 -0.58
C: 6.04 2.33 0.36
O: 7.26 2.27 -0.35
C: 8.47 2.24 0.43
N: 3.68 1.99 0.12
H: 5.53 2.80 -2.49
H: 4.61 4.01 -1.50
H: 3.87 2.62 -2.40
H: 5.07 0.91 -0.91
H: 6.04 1.68 1.24
H: 5.86 3.34 0.72
H: 8.41 3.08 1.11
H: 9.33 2.19 -0.24
H: 8.54 1.41 1.14
H: 3.58 2.87 0.60
H: 3.85 1.40 0.93
C: 0.75 1.89 -2.99
C: 0.72 0.55 -2.11
C: 1.61 -0.61 -2.61
O: 1.12 -1.03 -3.89
C: 1.84 -2.02 -4.63
N: 0.96 1.03 -0.72
H: -0.08 2.52 -2.68
H: 0.56 1.65 -4.04
H: 1.70 2.43 -2.97
H: -0.32 0.23 -2.14
H: 1.56 -1.42 -1.89
H: 2.65 -0.34 -2.74
H: 2.10 -2.95 -4.13
H: 2.76 -1.63 -5.08
H: 1.24 -2.22 -5.52
H: 1.94 1.26 -0.63
H: 0.68 2.00 -0.80
C: -0.50 5.39 -1.27
C: 0.45 4.48 -0.43
C: 1.58 5.11 0.36
O: 2.36 4.21 1.14
C: 3.47 4.87 1.71
N: -0.34 3.52 0.26
H: -0.87 6.19 -0.63
H: -1.29 4.80 -1.75
H: 0.06 5.90 -2.06
H: 1.08 3.95 -1.15
H: 1.09 5.81 1.04
H: 2.28 5.63 -0.29
H: 3.16 5.69 2.36
H: 4.11 5.36 0.98
H: 4.06 4.10 2.21
H: -0.60 3.84 1.18
H: -1.27 3.40 -0.13
C: -4.09 -3.04 -3.42
C: -2.55 -3.28 -3.68
C: -2.25 -3.37 -5.23
O: -3.02 -4.43 -5.81
C: -3.11 -4.22 -7.21
N: -1.68 -2.24 -3.09
H: -4.31 -2.93 -2.36
H: -4.69 -3.87 -3.78
H: -4.35 -2.12 -3.95
H: -2.20 -4.17 -3.16
H: -1.18 -3.59 -5.26
H: -2.51 -2.39 -5.64
H: -2.13 -4.16 -7.69
H: -3.71 -3.38 -7.52
H: -3.50 -5.19 -7.53
H: -0.75 -2.13 -3.45
H: -2.11 -1.33 -3.15
C: -4.58 -0.22 3.09
C: -3.87 1.14 3.51
C: -3.56 1.12 5.04
O: -3.02 2.42 5.41
C: -2.50 2.39 6.74
N: -2.76 1.32 2.63
H: -5.01 -0.08 2.10
H: -5.41 -0.35 3.78
H: -3.99 -1.12 3.20
H: -4.54 1.99 3.34
H: -2.80 0.34 5.08
H: -4.45 0.86 5.62
H: -1.74 1.62 6.93
H: -3.20 2.20 7.55
H: -2.04 3.30 7.13
H: -3.18 1.51 1.73
H: -2.44 2.23 2.91

Summary:
Strongest force on any atom ... 3.50 eV Å⁻¹
HOMO ... -8.371 eV
HOMO-LUMO gap ... 8.69 eV
Total energy ... -157385.3334 eV

Mulliken population analysis, charges in e, atoms 1 to 8: 1.25, -0.68, 0.08, -0.16, 0.08, -0.31, -0.46, -0.33